Formula: C49H93N5O22P
Source: OMol25
Level of theory: wB97M-V/def2-TZVPD

## Properties
multiplicity: 1
HOMO-LUMO gap: 0.258 Ha
HOMO: -10.8 eV
charge: +1

Geometry (Å):
P1 0.556 1.723 -0.591
O1 -9.059 -2.153 0.435
O2 -9.730 -3.220 -1.365
O3 2.394 0.347 -9.099
O4 9.298 5.278 8.544
O5 8.886 1.952 7.437
O6 1.028 1.503 -10.371
O7 1.465 -3.383 -6.119
O8 2.686 0.009 6.977
O9 -1.829 -1.944 9.025
O10 0.958 0.215 -0.187
O11 3.100 1.263 5.224
O12 7.410 0.347 7.686
O13 8.645 5.332 6.446
O14 -3.331 -3.532 9.249
O15 -5.776 1.208 3.304
O16 -4.889 3.027 2.458
O17 -5.204 0.309 -6.700
O18 -2.422 -0.681 -0.202
O19 1.646 2.674 -0.359
O20 0.252 -4.014 -7.838
O21 -0.751 2.271 0.195
O22 -6.203 0.604 -4.861
N1 -5.497 1.164 -5.590
N2 -2.741 2.210 -5.298
N3 -2.177 -1.533 -4.068
N4 -0.955 -0.943 -2.101
N5 -2.854 -1.382 -5.163
C1 0.651 -4.679 -10.149
C2 -2.527 0.930 -4.826
C3 4.989 0.334 6.518
C4 7.745 5.753 5.419
C5 0.225 1.708 -2.402
C6 -1.835 0.742 -3.630
C7 8.205 7.041 4.767
C8 8.553 0.657 7.466
C9 -1.023 1.610 1.466
C10 1.883 0.125 0.936
C11 1.254 -3.295 -7.302
C12 -1.291 1.864 -2.770
C13 -3.804 0.068 -6.861
C14 4.639 1.237 3.348
C15 -0.451 -3.368 -3.955
C16 3.514 0.536 6.283
C17 1.382 0.983 -9.186
C18 -1.699 -0.741 -1.125
C19 3.964 2.066 4.420
C20 -5.882 2.380 2.659
C21 0.058 -1.477 7.551
C22 -9.492 -3.774 -2.662
C23 -4.347 -4.751 -2.380
C24 -3.051 -0.173 -5.570
C25 -1.673 -0.604 -3.266
C26 -7.315 -2.992 -0.923
C27 -4.325 -3.786 -3.617
C28 -0.223 3.588 -10.203
C29 -0.195 -3.868 -9.191
C30 -2.388 2.124 1.973
C31 -1.144 -4.298 8.775
C32 -7.438 -0.440 2.625
C33 10.716 2.463 5.914
C34 0.541 1.278 -7.963
C35 9.594 -0.387 7.141
C36 2.136 -2.465 -8.197
C37 -6.903 0.434 3.740
C38 -0.469 -1.491 8.969
C39 -1.933 -2.959 -3.659
C40 -2.183 -3.238 9.059
C41 -8.762 -2.731 -0.572
C42 1.369 -1.021 1.846
C43 8.603 5.792 7.712
C44 7.749 6.992 8.040
C45 10.237 2.428 7.350
C46 -7.225 2.818 2.128
C47 -0.232 2.132 -10.625
C48 -9.083 -5.230 -2.580
C49 -2.929 -3.936 -4.291
H1 10.048 3.078 5.310
H2 0.554 0.400 -7.318
H3 -0.195 1.837 2.146
H4 -6.971 -3.864 -0.368
H5 -4.492 -2.775 -3.228
H6 0.652 -5.729 -9.855
H7 -10.438 -3.693 -3.195
H8 10.897 1.847 7.998
H9 -1.932 1.912 -1.877
H10 -0.480 -0.474 9.360
H11 8.238 7.864 5.481
H12 -6.535 -0.195 4.550
H13 1.697 -1.988 1.448
H14 -1.388 2.842 -3.248
H15 9.400 -1.265 7.752
H16 0.139 -2.981 -3.120
H17 1.940 1.029 1.541
H18 9.508 -0.656 6.088
H19 -2.254 3.013 2.588
H20 3.886 0.732 2.741
H21 -1.047 1.568 -10.165
H22 -1.365 -5.167 9.390
H23 0.645 0.766 -2.775
H24 1.877 -0.902 2.810
H25 1.655 -2.136 -9.113
H26 -7.797 0.153 1.784
H27 -4.988 -4.390 -1.573
H28 -0.383 2.069 -11.701
H29 1.075 -1.079 7.517
H30 5.274 0.461 3.775
H31 -8.258 -1.061 2.981
H32 -5.121 -4.139 -4.276
H33 5.290 -0.616 6.077
H34 0.582 4.121 -10.707
H35 10.725 1.468 5.465
H36 -2.592 2.280 -6.299
H37 0.977 2.122 -7.430
H38 5.613 1.130 6.123
H39 -8.073 2.414 2.675
H40 -0.451 -4.458 -3.974
H41 3.029 -3.039 -8.443
H42 -2.870 1.317 2.527
H43 5.251 1.866 2.701
H44 6.725 5.819 5.801
H45 -7.670 1.078 4.174
H46 -3.330 -4.929 -2.005
H47 7.537 7.318 3.951
H48 9.215 6.924 4.372
H49 -1.103 0.524 1.364
H50 7.746 4.953 4.679
H51 -4.690 -5.735 -2.721
H52 -0.246 -2.813 -9.470
H53 -8.147 -5.356 -2.033
H54 0.282 -1.014 1.934
H55 -2.956 -3.911 -5.383
H56 -9.841 -5.806 -2.048
H57 -0.111 -2.946 -4.916
H58 -8.772 -3.167 -3.216
H59 -1.172 4.065 -10.453
H60 -2.055 2.839 -4.891
H61 -7.301 2.530 1.080
H62 11.724 2.876 5.857
H63 -0.505 1.490 -8.185
H64 2.844 -0.200 0.531
H65 -0.053 3.697 -9.131
H66 0.828 2.492 -2.862
H67 -2.571 -4.936 -4.020
H68 1.690 -4.349 -10.147
H69 2.425 -1.567 -7.661
H70 -1.203 -4.577 7.724
H71 -8.958 -5.650 -3.579
H72 10.614 -0.077 7.353
H73 -7.287 3.901 2.208
H74 0.160 -2.074 9.644
H75 -2.982 2.366 1.089
H76 3.323 2.812 3.949
H77 -1.218 -4.242 -9.207
H78 5.167 0.304 7.585
H79 -7.135 -3.143 -1.985
H80 -3.710 -0.817 -7.497
H81 -0.126 -3.997 9.011
H82 -3.388 0.898 -7.452
H83 -2.046 -3.078 -2.576
H84 7.351 6.864 9.043
H85 -6.648 -1.087 2.242
H86 8.371 7.885 8.011
H87 0.265 -4.598 -11.165
H88 -6.730 -2.123 -0.625
H89 4.676 2.616 5.036
H90 -0.581 -0.859 6.918
H91 0.064 -2.478 7.115
H92 6.895 7.124 7.379
H93 10.224 3.440 7.749

Cartesian forces (eV/Å) of the 6 atoms listed first:
P 1.3 1.9 -0.1
O -0.1 0.1 0.0
O -0.3 0.2 0.0
O 0.0 0.1 -0.1
O 0.1 -0.1 -0.1
O -0.2 0.2 0.2